# 1
68
Properties=species:S:1:pos:R:3:nbo_charge:R:1 method="wB97M-V/def2-TZVPD" homo_energy_ha=-0.44962 mol_weight_g_mol=546.44 charge=+1 lumo_energy_ev=-4.4672
C 1.48055 2.30157 6.85033 -0.629
C 1.66734 0.86189 6.15188 -0.447
C 1.26235 0.86274 4.57121 0.374
F 2.05854 -0.04673 3.81793 -0.319
N -0.20617 0.59378 4.51412 -0.399
C -0.94738 -0.64206 4.23797 -0.065
I -0.11826 -2.58599 3.78654 0.396
C -2.45502 -0.33943 4.33747 0.383
O -3.61050 -1.14802 4.14885 -0.382
N -3.47667 -2.39979 4.72025 0.436
O -3.35507 -2.30740 5.89732 -0.207
N -2.49164 1.06577 4.70073 -0.356
C -3.65624 1.95859 4.98864 -0.339
C -3.69485 2.14174 6.60650 0.765
O -3.59974 3.24437 7.17805 -0.488
O -3.82224 0.90863 7.33819 -0.669
C -1.17334 1.62263 4.78221 0.688
O -1.04768 2.99137 5.09068 -0.631
H 2.09280 2.34643 7.81033 0.256
H 1.67255 3.16287 6.12412 0.212
H 0.37216 2.35721 7.18207 0.217
H 0.98211 0.11718 6.68922 0.224
H 2.73935 0.50166 6.31062 0.256
H 1.43643 1.94242 4.22119 0.194
H -3.51256 2.94434 4.43617 0.277
H -4.61647 1.45755 4.61021 0.268
H -4.20833 0.22499 6.72800 0.485
H -0.65438 3.45101 4.31052 0.521
C 1.16707 -2.71261 -3.78660 -0.614
C 1.44618 -3.59011 -2.57462 -0.400
C 0.22394 -3.78366 -1.67579 -0.398
C -0.32662 -2.50236 -1.04122 -0.398
C 0.67366 -1.71728 -0.19061 -0.400
C 1.17652 -2.49662 1.01626 -0.609
H 0.87717 -1.69989 -3.49390 0.197
H 2.06281 -2.63167 -4.40820 0.216
H 0.36759 -3.13749 -4.39915 0.207
H 2.28089 -3.17208 -2.00209 0.191
H 1.77762 -4.57317 -2.92532 0.209
H 0.47611 -4.50215 -0.88890 0.196
H -0.57675 -4.25018 -2.26135 0.208
H -1.19041 -2.76849 -0.42008 0.193
H -0.71346 -1.84352 -1.82545 0.207
H 0.18409 -0.80254 0.16432 0.188
H 1.52216 -1.39252 -0.79796 0.209
H 0.33958 -2.78987 1.66883 0.159
H 1.86337 -1.88114 1.60444 0.204
H 1.71586 -3.39982 0.71854 0.214
C 1.17605 1.47780 -8.64292 -0.610
C 1.45538 0.59842 -7.43207 -0.399
C 0.23358 0.40304 -6.53278 -0.398
C -0.31784 1.68208 -5.89465 -0.397
C 0.68204 2.46547 -5.04224 -0.399
C 1.18604 1.68296 -3.83759 -0.610
H 0.88624 2.48990 -8.34940 0.200
H 2.07152 1.55948 -9.26471 0.213
H 0.37649 1.05358 -9.25579 0.204
H 2.29018 1.01560 -6.85921 0.192
H 1.78679 -0.38424 -7.78469 0.204
H 0.48657 -0.31693 -5.74735 0.197
H -0.56719 -0.06279 -7.11922 0.203
H -1.18089 1.41366 -5.27398 0.196
H -0.70566 2.34262 -6.67698 0.204
H 0.19231 3.37803 -4.68488 0.200
H 1.53014 2.79255 -5.64905 0.199
H 0.35497 1.38815 -3.18917 0.193
H 1.87271 2.29714 -3.24823 0.207
H 1.72556 0.78137 -4.13759 0.203

=====

# 2
63
Properties=species:S:1:pos:R:3:nbo_charge:R:1 method="wB97M-V/def2-TZVPD" s_squared=8.78 homo_energy_ha="-0.40185 / -0.47981" mol_weight_g_mol=556.71 charge=+2 lumo_energy_ev="-6.1464 / -9.2109" spin_multiplicity=6
P 2.44571 0.69465 1.21507 1.622
P 1.83709 -1.05607 -1.86687 1.464
C 3.43120 -0.71924 0.51011 -0.738
C 3.48882 -0.89384 -1.01037 -0.675
H 3.09905 -1.64232 1.00915 0.246
H 4.45302 -0.51340 0.86290 0.279
H 4.01740 -0.05716 -1.49550 0.251
H 4.05586 -1.80421 -1.24204 0.265
C 2.31708 -2.99589 -2.25037 -0.664
H 1.47684 -3.50897 -2.73928 0.236
H 2.55254 -3.52386 -1.31410 0.225
H 3.19625 -3.06920 -2.90383 0.236
C 2.07838 -0.94220 -3.74799 -0.850
H 3.06474 -1.33496 -4.02027 0.257
H 2.01349 0.07554 -4.15643 0.248
H 1.32549 -1.56210 -4.25176 0.252
C 2.12737 0.32928 2.95711 -0.949
H 1.47182 1.08688 3.40867 0.294
H 3.09511 0.36139 3.48244 0.302
H 1.69657 -0.66834 3.11581 0.278
C 3.74656 1.98768 1.27851 -0.953
H 4.02160 2.28770 0.25624 0.257
H 4.62250 1.55894 1.78611 0.259
H 3.37999 2.86808 1.83093 0.272
Ir -2.77968 0.77017 1.80279 0.767
C -0.04135 -1.48945 -1.97843 -0.246
C 0.68760 -1.79930 -0.73258 -0.521
C 0.35055 -0.93718 0.46827 -0.466
C 0.37057 0.60544 0.30255 -0.540
C 1.70088 1.23546 -0.37890 -0.548
C 1.62978 0.77384 -1.80150 -0.442
C 0.26376 1.02563 -2.45689 -0.421
C -0.71882 -0.19654 -2.30900 -0.468
C -2.04774 2.50043 2.29273 -1.064
H -0.25134 -2.33543 -2.64281 0.259
H 0.85817 -2.84991 -0.46727 0.289
H 0.99651 -1.24980 1.30187 0.209
H -0.64560 -1.22680 0.82322 0.315
H -0.52577 0.95236 -0.21258 0.284
H 0.16579 1.04774 1.29206 0.267
H 1.66754 2.33595 -0.34016 0.272
H 2.42781 1.25422 -2.38138 0.270
H 0.39244 1.24292 -3.52857 0.251
H -0.18623 1.93190 -2.03874 0.248
H -1.51551 0.01849 -1.57788 0.254
H -1.22672 -0.30864 -3.28472 0.262
H -2.38286 3.22140 1.51548 0.237
H -0.95124 2.56816 2.40598 0.179
H -2.53934 2.79894 3.24371 0.245
C -2.83412 -1.18476 0.79462 -0.703
C -4.10961 -0.60927 1.07470 -0.085
C -4.46496 0.52415 0.27916 -0.329
C -5.47004 1.40451 0.73404 -0.084
C -5.99470 1.25228 2.01818 -0.277
C -5.48665 0.29365 2.88179 -0.108
C -4.42037 -0.54472 2.47501 -0.358
H -2.54328 -2.03208 1.41366 0.223
H -2.56623 -1.22994 -0.25599 0.199
H -4.11365 0.54131 -0.75510 0.233
H -5.87094 2.13872 0.04071 0.239
H -6.84303 1.86599 2.32261 0.246
H -5.93149 0.10740 3.85653 0.245
H -4.06463 -1.37560 3.08857 0.251

=====

# 3
11
Properties=species:S:1:pos:R:3:nbo_charge:R:1 method="wB97M-V/def2-TZVPD" homo_energy_ha=-0.36389 mol_weight_g_mol=105.10 lumo_energy_ev=-1.6238 smiles="C#C/C=C/C(=O)C#N"
C -3.62267 0.06986 -0.09984 -0.123
C -2.44916 -0.11612 -0.24853 -0.130
C -1.14807 0.14425 0.22991 -0.179
C -0.08936 -0.79575 0.38968 -0.278
C 1.42301 -0.56559 0.02191 0.454
O 2.28842 -1.41549 -0.29846 -0.462
C 1.64340 0.86050 0.18875 0.154
N 1.87979 1.97702 -0.12070 -0.228
H -4.85640 0.47568 -0.22186 0.293
H -1.01274 1.31431 0.02797 0.262
H -0.13966 -1.88816 0.53517 0.237

=====

# 4
104
Properties=species:S:1:pos:R:3:mulliken_charge:R:1 method="wB97M-V/def2-TZVPD" homo_energy_ha=-0.47993 mol_weight_g_mol=642.86 charge=+1 lumo_energy_ev=-2.5163
C -5.10181 -1.29661 0.65470 -1.433
C -5.12217 -1.88283 -0.76206 0.634
C -5.53908 -3.35380 -0.72115 -1.618
C -3.73626 -1.60085 -1.41063 0.482
P -2.90402 -2.91035 -2.26560 -0.137
C -2.14245 -4.23893 -1.16488 0.804
F -3.00425 -5.19675 -0.87371 -0.203
F -1.10763 -4.77084 -1.82111 -0.223
F -1.70559 -3.67266 -0.05044 -0.177
H -4.22132 -1.64272 1.20422 0.279
H -5.06224 -0.20401 0.61876 0.406
H -5.99064 -1.59346 1.21345 0.433
H -5.86009 -1.32605 -1.34931 0.250
H -5.40696 -3.89329 -1.66733 0.389
H -5.01472 -3.88489 0.08102 0.338
H -6.60569 -3.41868 -0.49036 0.470
H -3.78232 -0.78880 -2.14912 0.498
H -2.99843 -1.28786 -0.65140 -0.463
H -1.79852 -2.40751 -2.94903 0.208
H -3.66234 -3.58288 -3.22033 0.234
C 3.87949 -3.30720 -1.62919 -1.275
C 3.28442 -3.06611 -0.24839 -0.330
C 1.76738 -2.84553 -0.28413 0.204
C 1.40552 -1.67081 -1.07956 -0.011
N 1.15575 -0.72997 -1.68898 -0.527
H 3.73750 -2.44379 -2.28089 0.384
H 4.94932 -3.49676 -1.55619 0.382
H 3.42019 -4.17409 -2.10953 0.294
H 3.76047 -2.20112 0.21741 0.299
H 3.48648 -3.92376 0.39337 0.138
H 1.36767 -2.70340 0.72241 0.268
H 1.27231 -3.71778 -0.71446 0.156
C -0.48330 2.59839 2.30437 -1.247
C 0.43999 1.45496 2.70207 -0.384
C 0.65815 0.44671 1.56736 -0.229
C -0.58999 -0.18716 1.15196 0.128
N -1.60439 -0.61052 0.81944 -0.574
H -1.48828 2.24462 2.06188 0.335
H -0.57520 3.31884 3.11576 0.422
H -0.09558 3.13504 1.43752 0.244
H 0.04789 0.93265 3.57764 0.375
H 1.41456 1.84167 2.99292 0.134
H 1.34534 -0.34254 1.88202 0.214
H 1.08934 0.92580 0.68574 0.314
C 5.57038 2.00123 1.74848 -0.839
C 5.79401 3.14703 2.72628 -0.427
C 5.62181 2.72315 4.19015 -0.490
C 4.27262 2.22743 4.45950 0.299
N 3.20239 1.85754 4.64731 -0.448
H 4.55033 1.61810 1.81911 0.066
H 5.73259 2.33169 0.72308 0.354
H 6.25565 1.17486 1.94690 0.306
H 5.10477 3.96507 2.50989 0.293
H 6.80328 3.54412 2.61106 0.308
H 5.80970 3.56055 4.86336 0.288
H 6.32849 1.93096 4.44624 0.285
C -4.12713 1.36571 5.76200 -1.073
C -3.39059 0.15091 6.30983 -0.493
C -2.92069 -0.80245 5.20421 0.318
C -4.03555 -1.33759 4.42249 0.196
N -4.91873 -1.75675 3.82081 -0.479
H -5.03481 1.07200 5.23263 0.351
H -4.41546 2.03748 6.56940 0.340
H -3.49754 1.92766 5.06884 0.230
H -4.02964 -0.39695 7.00421 0.307
H -2.51021 0.46825 6.87043 0.327
H -2.37060 -1.64697 5.62204 0.353
H -2.25241 -0.28039 4.51450 -0.340
C 3.00428 -6.57700 1.31515 -0.942
C 3.34434 -8.01989 1.66749 -0.533
C 4.38485 -8.10921 2.79055 -0.499
C 5.62616 -7.42982 2.41864 0.261
N 6.59135 -6.90600 2.08662 -0.408
H 3.89432 -6.05694 0.95772 0.260
H 2.25118 -6.53869 0.52605 0.321
H 2.61701 -6.03725 2.18238 0.346
H 3.73003 -8.53273 0.78494 0.317
H 2.44978 -8.55828 1.98371 0.332
H 4.61903 -9.14755 3.02695 0.314
H 4.00531 -7.64244 3.70204 0.272
C -0.30129 5.60870 -3.07357 -1.216
C -0.62096 4.18252 -2.65264 -0.271
C -1.80378 4.09053 -1.68158 -0.282
C -1.57314 4.83060 -0.44099 0.237
N -1.37887 5.40947 0.53078 -0.488
H -0.00551 6.21421 -2.21509 0.438
H 0.51920 5.60872 -3.78914 0.342
H -1.16138 6.08728 -3.54745 0.241
H 0.25672 3.72957 -2.18677 0.238
H -0.85364 3.58165 -3.53283 0.281
H -2.00299 3.05021 -1.41517 0.181
H -2.70904 4.49208 -2.14305 0.330
C 0.23112 6.73458 -8.85733 -1.127
C -1.17975 6.16746 -8.77955 -0.429
C -1.63702 5.91181 -7.33789 -0.376
C -0.78124 4.94305 -6.65273 0.258
N -0.10528 4.17255 -6.13598 -0.472
H 0.96063 6.03663 -8.44417 0.347
H 0.50912 6.93403 -9.89149 0.327
H 0.30907 7.67191 -8.30328 0.302
H -1.24145 5.23437 -9.34234 0.294
H -1.88817 6.86087 -9.23509 0.299
H -2.65919 5.53106 -7.31419 0.316
H -1.61807 6.84067 -6.76323 0.270